(1)
DFT (wB97M-V/def2-TZVPD) results for C18H41FeN2P3S2 as an isolated structure.

Last column: Löwdin charge in e.
Geometry (Å):
1 Fe 0.390496 0.131338 -0.166485  0.33
2 S 0.641845 -4.448952 -2.155900  0.84
3 S 0.451252 -1.480693 1.555530  0.71
4 P -0.656249 2.006061 1.333579  0.80
5 P -2.310586 -0.611231 0.048682  0.85
6 P 2.427561 0.938231 0.390213  0.74
7 N -0.101410 -0.209530 3.932024  0.14
8 N 1.886424 -1.358970 3.742423  0.13
9 C 0.402493 2.633294 2.702620  -0.24
10 C -1.834030 -1.946576 -4.166079  -0.03
11 C -0.270727 -2.962007 -2.587736  -0.58
12 C 3.756579 0.009764 -0.427453  -0.25
13 C -2.931966 -2.103442 -0.857565  -0.21
14 C -0.838135 3.456687 0.226539  -0.22
15 C 0.726122 -0.980644 3.173382  -0.76
16 C -1.152639 -3.082945 -3.685186  -0.06
17 C -1.552837 -0.673072 -3.645453  -0.05
18 C 3.238268 0.856816 2.024295  -0.22
19 C -2.254367 2.134345 2.247435  -0.24
20 C -3.173237 -0.941396 1.646347  -0.23
21 C 2.459023 -1.633168 -2.531924  -0.04
22 C 2.693386 2.651179 -0.222450  -0.22
23 C 2.078717 -0.401874 -3.005111  -0.07
24 C -0.180354 -1.716308 -1.920209  -0.27
25 C -3.445289 0.641792 -0.721056  -0.22
26 C -0.697272 -0.554525 -2.531821  -0.23
27 H -2.276175 3.050723 2.850182  0.08
28 H -4.328924 0.127646 -1.137711  0.08
29 H 2.699217 0.503418 -3.025630  0.09
30 H -2.401336 1.301748 2.941518  0.03
31 H 4.282425 1.149848 1.858842  0.08
32 H -3.777604 1.369630 0.033808  0.03
33 H 2.310516 3.386777 0.498172  0.04
34 H -2.928451 -1.949661 -1.948002  0.04
35 H -1.988353 0.203728 -4.129146  0.13
36 H -0.090238 3.494332 3.171688  0.08
37 H 3.368549 -0.001876 -1.436880  -0.04
38 H 2.061803 -1.208640 4.732313  0.15
39 H -3.950763 -2.301276 -0.505160  0.07
40 H 0.512028 -1.619150 -1.030558  0.02
41 H 2.370305 -2.156990 3.349731  0.13
42 H 3.819763 -1.024679 -0.065615  0.07
43 H -2.294939 -2.961949 -0.602949  0.07
44 H 0.097739 3.653744 -0.306653  0.03
45 H 4.741882 0.488545 -0.490011  0.10
46 H 1.255311 -4.684220 -3.298366  -0.10
47 H 3.225382 -0.170880 2.407756  0.03
48 H 3.769758 2.821948 -0.368254  0.08
49 H -3.114055 2.179089 1.577486  0.03
50 H 0.523350 1.839709 3.454470  0.02
51 H 1.371495 -0.331650 -3.843166  0.08
52 H -1.089117 -0.208285 3.696466  0.09
53 H -2.423335 -1.280224 2.376901  0.02
54 H 0.108434 -0.156216 4.931300  0.15
55 H -0.332319 0.461262 -2.248717  0.10
56 H -3.910621 -1.740194 1.479159  0.07
57 H -2.538658 -2.061486 -4.991640  0.14
58 H 2.456103 -2.507647 -3.197783  0.08
59 H -1.608317 3.222788 -0.518896  0.05
60 H -3.692255 -0.037829 1.992129  0.04
61 H -1.269465 -4.072967 -4.146180  0.13
62 H 2.994502 -1.924594 -1.617272  0.06
63 H 1.378580 2.971948 2.347147  0.02
64 H -2.898370 1.153555 -1.530076  0.04
65 H -1.141060 4.354378 0.782037  0.08
66 H 2.768389 1.523266 2.748064  0.03
67 H 2.185785 2.788133 -1.189121  0.06

Forces on atoms 1 to 6 (eV/Å):
Fe -2.62 -0.62 0.55
S -0.46 0.46 1.61
S -0.25 -0.93 0.14
P -0.46 1.62 0.57
P -2.51 -0.14 -0.67
P 3.61 1.20 0.55

Summary:
charge	+3
energy relative to the best compared isomer or geometry (same formula, charge and spin)	46.8	kcal/mol
HOMO-LUMO gap (spin up / spin down)	7.79 / 5.11	eV
2S+1	6


(2)
DFT (wB97M-V/def2-TZVPD) results for C40H33F15GeInN4OS3Si2 as an isolated structure.

Last column: Löwdin charge in e.
Geometry (Å):
1 In 0.628046 -1.378894 1.372486  0.55
2 Ge -0.709060 0.980112 -2.519947  0.67
3 S -0.788443 -0.189628 -0.763221  0.35
4 S 0.056354 -5.736989 0.465333  1.03
5 S 1.843478 -3.740420 1.724935  0.65
6 Si 3.323333 -0.300220 -0.377702  0.36
7 Si -0.013960 -1.508358 4.726596  0.37
8 F 2.067618 -2.262581 -5.629673  0.12
9 F -5.951302 1.344593 -2.746127  0.11
10 F 3.552305 2.197641 -5.514707  0.12
11 F -1.515925 -0.107537 -5.464222  0.10
12 F 3.839835 -0.352650 -6.432196  0.12
13 F 1.653007 2.794058 -3.734722  0.09
14 F -0.984240 7.079644 -1.926854  0.12
15 F -0.112770 5.525660 0.206126  0.09
16 F -6.226023 0.232978 -5.204886  0.13
17 F 0.018276 2.879748 -0.064580  0.09
18 F 0.145128 -1.613513 -3.829219  0.09
19 F -1.659750 5.864681 -4.276021  0.11
20 F -3.983298 -0.537052 -6.577728  0.11
21 F -1.438551 3.172549 -4.493424  0.09
22 F -3.547364 1.584098 -1.613888  0.07
23 O -1.628417 -0.433798 2.120131  -0.12
24 N -1.867950 1.785648 2.633642  -0.15
25 N 0.927908 -0.864704 3.415379  -0.14
26 N -0.470325 -3.213253 0.589476  -0.04
27 N 2.386389 -0.250153 1.060930  -0.15
28 C 5.048465 -0.882753 -0.086006  -0.17
29 C 2.889594 -0.055017 -5.542001  -0.12
30 C -5.017842 0.376669 -4.674929  -0.14
31 C 1.007453 -0.678917 -4.222210  -0.28
32 C -3.686778 -3.918472 -1.183404  -0.08
33 C -3.544485 -5.294767 -1.321639  -0.11
34 C -1.267375 5.136707 -3.215748  -0.13
35 C 0.433569 -4.112597 0.921860  -1.20
36 C -1.467924 -5.180469 -0.198057  -0.46
37 C 0.802195 0.599672 -3.761528  -0.12
38 C -2.802166 2.874989 2.867312  -0.04
39 C 3.385127 1.373733 -1.256835  -0.14
40 C -0.462232 2.123334 2.855624  -0.01
41 C -2.712792 -3.149335 -0.568664  -0.02
42 C -1.095814 -0.298188 5.650833  -0.16
43 C -1.582612 -3.798450 -0.077490  -0.26
44 C 2.381689 0.688064 4.638266  -0.08
45 C 1.186535 -2.330507 5.871305  -0.17
46 C 1.982111 -1.019777 -5.139166  -0.14
47 C 3.584786 1.373027 4.755948  -0.13
48 C -0.421569 3.580500 -1.092720  -0.23
49 C 4.290481 1.643080 3.621352  -0.13
50 C -3.614003 1.078675 -2.860753  -0.23
51 C -2.459034 0.753947 -3.518702  -0.12
52 C -0.506445 4.959750 -0.961942  -0.12
53 C 1.721470 1.534345 -4.184314  -0.24
54 C 3.778649 1.234329 2.396754  -0.06
55 C -0.749144 2.950055 -2.288787  -0.12
56 C -2.302588 0.583310 2.272480  -0.33
57 C -2.622373 0.228108 -4.780155  -0.21
58 C 2.733623 1.241291 -5.071833  -0.15
59 C 2.722229 0.336995 2.278426  -0.31
60 C -2.453345 -5.932648 -0.828920  -0.11
61 C -3.869741 -0.009646 -5.354401  -0.13
62 C -1.054139 -2.924222 4.058576  -0.17
63 C -1.148983 3.773253 -3.321488  -0.23
64 C -0.955358 5.745494 -2.003016  -0.13
65 C -4.875530 0.934431 -3.419748  -0.14
66 C 2.545484 -1.649071 -1.461331  -0.17
67 C 1.971198 0.043901 3.473534  -0.34
68 H 2.396140 1.844444 -1.336343  0.02
69 H 3.769853 1.309568 -2.275681  0.02
70 H -0.419312 -3.691348 3.587577  0.01
71 H -0.193504 2.021307 3.912527  0.10
72 H -1.575952 -3.449885 4.871677  0.04
73 H -4.543420 -3.404751 -1.578501  0.10
74 H 2.734054 -2.599230 -0.950128  0.02
75 H -1.743728 -0.810944 6.379001  0.04
76 H 0.171802 1.494187 2.253839  0.06
77 H 1.465098 -1.555975 -1.601428  -0.03
78 H -2.563491 3.372594 3.817843  0.10
79 H -2.342862 -7.012122 -0.893745  0.11
80 H -0.500668 0.413401 6.224511  0.02
81 H 5.556052 -1.070917 -1.040348  0.03
82 H 5.219118 2.185568 3.611975  0.09
83 H -4.313443 -5.848689 -1.807465  0.09
84 H 5.691978 -0.137798 0.410284  0.03
85 H -0.286983 3.143998 2.529445  0.09
86 H 4.269721 1.514497 1.482453  0.07
87 H -3.396465 0.556588 2.182442  0.15
88 H 4.030538 2.026882 -0.640187  0.03
89 H 0.708631 -2.818231 6.720129  0.03
90 H 5.069786 -1.803801 0.519635  0.04
91 H -2.816072 -2.082553 -0.465685  0.07
92 H -1.801931 -2.624677 3.338177  0.01
93 H 3.006496 -1.675124 -2.455779  0.03
94 H 1.742830 0.487654 5.495618  0.08
95 H -1.676100 0.289357 4.954183  0.00
96 H 1.906416 -1.623327 6.292373  0.02
97 H 1.753263 -3.059025 5.311734  0.03
98 H -3.815793 2.477997 2.918155  0.08
99 H -2.738756 3.596198 2.057938  0.09
100 H 3.900025 1.649681 5.761377  0.09

Forces on atoms 1 to 6 (eV/Å):
In -0.04 0.42 0.22
Ge -0.10 -0.11 -0.25
S -0.32 -0.02 0.04
S -0.60 -0.06 -0.17
S 0.80 0.18 0.30
Si -0.99 -0.17 -0.47

Summary:
charge	-1
HOMO-LUMO gap	6.05	eV
2S+1	1


(3)
DFT (wB97M-V/def2-TZVPD) results for a 2-piece molecular cluster, C10H16O overall.

Last column: Löwdin charge in e.
Geometry (Å):
1 O -2.360378 -3.019915 -0.762771  -0.02
2 C 0.654301 -1.044111 -0.180412  -0.14
3 C -0.199725 -2.199494 -0.270370  -0.12
4 C -1.383945 -2.061011 -0.979562  -0.42
5 C 0.391898 0.090427 -0.966330  -0.34
6 C -0.189572 1.205366 2.917253  -0.18
7 C -1.615419 -1.016298 -1.856679  -0.12
8 C -0.693870 0.099594 -1.832136  -0.13
9 C 1.695537 1.899686 -2.206075  -0.13
10 C 1.367080 1.233203 -0.851205  -0.23
11 C -0.194268 -0.297379 2.985090  -0.18
12 H 1.606691 -1.028466 0.342429  0.07
13 H 2.279838 0.888429 -0.385371  0.08
14 H -0.901738 -0.730224 3.718532  0.06
15 H 0.896690 2.026002 -0.253952  0.09
16 H -0.138108 -3.023405 0.423604  0.07
17 H 1.317693 1.332632 -3.053921  0.06
18 H 2.769139 2.053826 -2.354665  0.05
19 H -2.491431 -1.026783 -2.497838  0.06
20 H -0.948771 1.618667 2.251773  0.06
21 H -0.871168 1.015804 -2.390914  0.07
22 H -0.224057 1.732488 3.877450  0.05
23 H 1.356599 2.939844 -2.313682  0.06
24 H -0.442642 -0.772013 2.045617  0.03
25 H -3.164052 -2.713975 -1.219624  0.08
26 H 0.743716 1.544594 2.474340  0.05
27 H 0.739950 -0.747484 3.339419  0.06

Forces on atoms 1 to 6 (eV/Å):
O -0.53 -0.28 -0.48
C 0.44 0.61 -0.95
C -0.39 0.16 0.55
C 0.16 0.10 -0.15
C 0.30 -1.26 0.40
C 0.55 0.72 -0.21

Summary:
charge	-1
energy relative to the best compared isomer or geometry (same formula, charge and spin)	6.2	kcal/mol
HOMO-LUMO gap (spin up / spin down)	3.15 / 7.22	eV
2S+1	2